# 1
Entry from the OMol25 dataset: a single C3H7NO2S molecule in a non-equilibrium geometry (ωB97M-V/def2-TZVPD).

Geometry as XYZ:
```
14
Properties=species:S:1:pos:R:3
C 0.31930 0.07183 2.39406
O -0.44005 0.70323 1.23481
C 0.02269 0.41024 -0.02181
N -0.15996 1.12922 -1.02709
O -0.81016 2.32069 -0.89314
S 0.27275 -1.37469 -0.04169
C 0.39723 -1.62471 -1.83845
H 1.39584 -0.15594 2.37410
H 0.19475 0.64524 3.33296
H -0.04454 -0.94976 2.38671
H -0.70387 2.74910 -0.02829
H -0.58581 -1.48639 -2.21481
H 0.64417 -2.80547 -1.55702
H 1.42157 -1.24179 -2.37312
```

Values from the calculation:
SMILES string: CO/C(=N\O)SC
LUMO energy: 0.0221 Ha



# 2
Entry from the OMol25 dataset: a molecular structure, C17H23BaN7S2 (ωB97M-V/def2-TZVPD).

Geometry as XYZ:
```
50
Properties=species:S:1:pos:R:3
Ba -0.26271 1.00423 -0.96087
C -4.10253 -1.15119 -0.25735
C -2.69107 -1.02800 0.24162
N -2.24771 -0.07950 0.96084
C -3.02895 1.08333 1.33206
C -2.12368 2.23623 1.87161
N -0.71362 1.90801 1.77475
C 0.24695 2.95093 2.09977
C 1.66960 2.41783 1.94773
N 2.02040 2.04405 0.57484
C 3.19991 1.18402 0.45839
C 3.16772 0.22983 -0.74448
N 1.98810 -0.60185 -0.69120
C 1.93335 -1.86713 -0.71839
C 3.08647 -2.81336 -0.88074
C 0.55718 -2.48561 -0.61043
C 0.29013 -3.80076 -0.98008
C -1.01834 -4.24930 -0.90570
C -2.02843 -3.39161 -0.50258
C -1.68747 -2.08722 -0.15880
N -0.41907 -1.69606 -0.18710
H -4.21274 -1.93588 -0.99958
H -4.42279 -0.21010 -0.70892
H -4.77954 -1.35198 0.57620
H -3.73325 0.79720 2.11928
H -3.63248 1.44818 0.49308
H -2.42228 2.47735 2.90106
H -2.29172 3.14176 1.28390
H -0.51655 1.05772 2.29063
H 0.14245 3.31434 3.13326
H 0.08255 3.80795 1.44135
H 1.76189 1.51848 2.56540
H 2.36415 3.15850 2.36348
H 2.11618 2.88954 0.01838
H 3.25495 0.57323 1.36256
H 4.13225 1.75924 0.40794
H 4.10671 -0.33206 -0.77240
H 3.12604 0.81160 -1.67182
H 4.03838 -2.34063 -0.65573
H 3.11301 -3.16504 -1.91527
H 2.96884 -3.68296 -0.23567
H 1.06724 -4.44908 -1.35520
H -1.25640 -5.26402 -1.19437
H -3.05339 -3.73346 -0.46886
S 0.29466 -2.76714 -4.43631
C -0.14376 -1.34815 -3.76280
N -0.42994 -0.34736 -3.22002
S 0.74727 6.10822 -0.77578
C 0.09239 4.66409 -1.12156
N -0.35037 3.59361 -1.32616
```

Values from the calculation:
LUMO energy: -0.0172 Ha